{"formula": "C3H9S", "method": "ωB97M-V/def2-TZVPD", "homo_lumo_gap_ev": 6.34, "total_charge": -1, "homo_ev": -2.41, "species": ["S", "H", "C", "C", "C", "H", "H", "H", "H", "H", "H", "H", "H"], "coordinates": [[-3.192, -1.012, 0.812], [-3.306, -0.388, 1.980], [0.313, -0.020, 0.981], [0.287, 0.644, -0.364], [1.068, -0.107, -1.417], [-0.126, -1.016, 0.951], [-0.177, 0.521, 1.785], [1.336, -0.123, 1.376], [0.766, 1.637, -0.253], [-0.719, 0.894, -0.688], [1.146, 0.368, -2.398], [2.089, -0.366, -1.131], [0.516, -1.032, -1.634]]}

=====

{"formula": "C3H5N3", "method": "ωB97M-V/def2-TZVPD", "homo_lumo_gap_ev": [9.58, 9.58], "total_charge": 0, "homo_ev": [-9.22, -9.22], "species": ["C", "C", "N", "N", "N", "C", "H", "H", "H", "H", "H"], "coordinates": [[0.021, -1.327, -1.213], [-0.328, 0.023, -0.678], [-0.773, 1.107, -0.904], [-0.580, 2.079, 1.112], [0.059, 1.116, 1.590], [0.340, -0.031, 1.260], [1.070, -1.510, -0.975], [-0.582, -2.077, -0.696], [-0.117, -1.458, -2.294], [0.085, 2.814, 0.852], [0.805, -0.735, 1.948]]}

=====

{"formula": "C4H7NO2", "method": "ωB97M-V/def2-TZVPD", "homo_lumo_gap_ev": 10.67, "total_charge": 0, "homo_ev": -9.86, "species": ["O", "C", "C", "O", "C", "N", "C", "H", "H", "H", "H", "H", "H", "H"], "coordinates": [[-0.992, -0.629, 1.477], [-0.994, -0.121, 0.156], [-0.375, 1.271, 0.109], [1.057, 1.275, 0.244], [1.725, 0.137, -0.012], [1.270, -0.973, -0.415], [-0.152, -1.011, -0.750], [-0.376, -1.371, 1.489], [-2.038, -0.055, -0.206], [-0.608, 1.749, -0.850], [-0.745, 1.882, 0.934], [2.793, 0.270, 0.171], [-0.256, -0.696, -1.793], [-0.492, -2.049, -0.685]]}

=====

Record-wise relative energy (zero: lowest compared OMol25 entry of this formula, charge and spin) values, in eV: 0.151, 4.488, 1.481